Record 1
58
Properties=species:S:1:pos:R:3:forces:R:3 method="wB97M-V/def2-TZVPD" spin_multiplicity=1 e_above_lowest_kcal_mol=3.24 e_homo_ev=-8.915 smiles="COc1ccc(S(=O)(=O)NC[C@H]2CC[C@@H](C(=O)NCC(OC)OC)CC2)cc1" largest_force_ev_per_a=0.82
C 7.30884 1.52699 -1.43706 0.0623 0.1737 -0.1357
H 8.39166 1.46651 -1.53202 -0.0871 0.0461 -0.0225
H 6.85358 1.44688 -2.42875 0.0020 0.0051 0.0425
H 7.03807 2.48646 -0.98641 -0.0055 -0.0380 -0.0174
O 6.94039 0.44599 -0.61063 -0.1131 -0.2342 0.1911
C 5.63251 0.26798 -0.30919 -0.2206 -0.0469 0.0529
C 4.59333 1.07881 -0.76259 0.3279 0.0168 -0.0753
C 3.28991 0.79720 -0.38860 -0.1673 -0.0157 0.0978
C 3.02457 -0.27944 0.43047 -0.6096 0.1432 0.1331
C 4.04620 -1.09215 0.89034 0.1758 -0.0215 0.0298
C 5.34579 -0.82084 0.52380 0.0158 0.0894 -0.0759
H 6.16648 -1.43081 0.86565 0.0777 -0.0815 0.0588
H 3.80350 -1.91799 1.53887 0.0872 -0.1584 0.1026
S 1.34445 -0.66520 0.87247 0.3771 -0.0096 -0.5227
O 1.30475 -1.18698 2.20772 0.1982 -0.2601 -0.0833
O 0.52178 0.47760 0.56411 0.3668 -0.0791 -0.2844
N 1.03108 -1.90769 -0.19912 0.0913 0.7000 0.4258
H 0.60627 -1.54808 -1.04083 0.0239 0.2342 -0.1939
C 0.40354 -3.11649 0.29142 -0.3171 -0.5309 0.3960
H 0.77451 -3.95571 -0.30731 -0.0047 0.0536 0.0979
H 0.75620 -3.22903 1.31821 -0.0505 -0.2502 -0.0688
C -1.13253 -3.09339 0.26693 0.2820 0.2046 -0.1294
C -1.65862 -3.06364 -1.16930 -0.0484 -0.2479 0.2015
C -3.18104 -2.95540 -1.21695 0.0961 0.3074 -0.2036
H -3.49874 -2.86716 -2.25682 -0.0474 -0.0732 0.0271
H -3.63198 -3.85646 -0.79403 -0.0433 -0.0111 0.0097
C -3.67220 -1.73699 -0.43081 -0.0295 -0.3246 -0.0810
C -3.21182 -0.43991 -1.10433 -0.5840 -0.1434 0.2937
O -2.62157 -0.40639 -2.16510 0.2968 -0.0136 -0.3687
N -3.61158 0.68270 -0.46382 0.0038 0.2591 0.3235
H -3.95585 0.62225 0.48127 0.0130 -0.1503 -0.0826
C -3.17432 1.99655 -0.86231 0.3540 0.3502 0.1692
H -4.01813 2.68577 -0.77636 0.0727 0.0167 -0.0878
H -2.83094 1.94338 -1.89658 -0.0764 0.0809 0.1149
C -2.01933 2.48092 0.03643 -0.0332 -0.4108 -0.3005
O -2.50035 2.44591 1.35649 -0.2294 -0.0337 -0.2740
C -1.47688 2.51700 2.33227 0.1258 0.0117 0.0632
H -0.73869 1.72656 2.16956 -0.0477 0.0586 0.0812
H -1.96635 2.38751 3.29565 0.0922 0.0214 0.0302
H -0.97284 3.48715 2.29886 -0.0121 -0.0245 0.0496
O -1.52346 3.74250 -0.32324 0.0868 -0.0437 0.0044
C -2.44728 4.81101 -0.23998 -0.0460 0.0228 0.0043
H -1.85328 5.72109 -0.17040 -0.0941 0.0205 -0.0109
H -3.07622 4.71643 0.64904 0.0076 0.0719 -0.0395
H -3.07911 4.86192 -1.13277 0.0068 0.0371 0.0497
H -1.15212 1.81231 -0.06912 -0.2834 0.1216 0.0401
C -3.18884 -1.85413 1.01835 0.1087 0.1722 -0.0577
C -1.66611 -1.90206 1.06253 -0.2305 -0.3384 0.1235
H -1.27192 -0.97426 0.64590 -0.0558 0.0424 0.0205
H -1.31878 -1.96865 2.09558 0.0244 0.0784 0.0069
H -3.54778 -1.02245 1.62767 -0.0554 -0.0381 0.0769
H -3.59739 -2.77341 1.44718 -0.0715 0.0376 0.0335
H -4.76940 -1.72093 -0.44487 0.0892 0.0367 -0.0072
H -1.24752 -2.20537 -1.70113 0.0143 -0.0169 -0.0734
H -1.34147 -3.96834 -1.69404 0.0586 -0.0057 -0.0357
H -1.47837 -4.01753 0.74628 0.0270 -0.0093 0.0124
H 2.46977 1.41535 -0.71791 -0.0407 0.1300 -0.0820
H 4.78567 1.92614 -1.40063 0.0389 0.0676 -0.0502

***

Record 2
58
Properties=species:S:1:pos:R:3:forces:R:3 method="wB97M-V/def2-TZVPD" spin_multiplicity=1 e_above_lowest_kcal_mol=496.04 e_homo_ev=-8.505 largest_force_ev_per_a=19.08
C 0.03702 -4.26919 0.03142 -1.0838 -3.4778 -5.6408
H -0.53633 -3.44560 0.15146 -1.8968 2.5598 1.1116
H 0.10576 -4.43696 -1.14297 -1.9153 -0.2662 1.5547
H -0.24739 -5.16975 0.51040 -0.7876 -0.6710 0.4748
O 1.32870 -4.13324 0.20043 5.9609 1.4863 4.0467
C 1.80041 -2.89786 -0.04910 1.3119 2.2148 -0.2639
C 1.22087 -2.13979 -0.93982 -0.7827 5.2152 -5.9024
C 1.91569 -0.80883 -1.57934 1.8853 -4.7582 6.7894
C 3.04026 -0.41698 -0.90718 1.8332 -0.0812 0.9684
C 3.70757 -1.29020 0.14833 -2.4899 6.5320 -5.8248
C 3.00244 -2.23185 0.52159 -4.4394 -9.9845 2.3340
H 3.37471 -2.98091 1.15639 1.1794 -0.5674 1.6206
H 4.60440 -1.09803 0.51374 3.8432 1.2091 1.5913
S 3.75704 1.28184 -1.02963 -1.0797 -6.7706 1.0568
O 5.14006 1.22237 -0.96371 3.5294 0.5267 1.1986
O 3.14772 1.69505 -2.17220 -2.6243 3.5904 -5.4568
N 3.06823 1.80024 0.29915 -0.6537 5.3037 2.0884
H 3.61319 2.56960 0.76797 0.1020 -1.4724 -0.4227
C 1.75851 2.47719 0.04670 -3.9771 -5.7738 1.1844
H 1.54038 3.49578 0.04583 1.0572 1.9618 -0.7173
H 1.22758 1.85039 -0.86452 1.2306 2.0365 2.4368
C 0.68421 2.07671 1.48453 14.1173 -1.2780 -0.4253
C 0.95888 0.61411 1.71569 2.4082 -3.7328 2.0336
C 0.01411 0.12428 2.99940 1.4215 -0.8321 -7.9182
H 0.18756 -0.82900 2.74048 1.5148 -4.2412 1.2104
H 0.47230 0.61132 3.72780 0.7767 1.6197 4.0658
C -1.38514 0.21054 2.55788 5.9141 8.9929 -3.8469
C -1.93352 -0.31899 1.41673 -1.6815 -8.0696 -1.0594
O -1.41493 -1.33086 0.92068 1.8021 0.7432 -1.6162
N -3.27370 -0.36461 1.35206 -4.5557 3.7891 -1.8244
H -3.76173 0.55690 1.68237 1.0634 -2.2914 -0.8817
C -4.03426 -0.90265 0.01924 2.7513 -1.7343 6.5350
H -4.99804 -1.06688 0.45698 -0.7518 -0.3570 -0.0896
H -3.50544 -1.91060 -0.19406 -0.9488 1.9843 -0.0999
C -4.03718 0.07013 -1.01239 7.2205 6.1565 4.0403
O -4.62239 1.48486 -0.50468 -0.2804 -6.0321 -0.9000
C -4.47323 2.42466 -1.53872 5.1318 5.0233 15.2148
H -3.44928 2.74174 -1.13257 -0.6109 0.3970 -3.1368
H -5.11815 3.25220 -0.90386 1.3321 -0.9422 -2.0694
H -4.96042 2.34772 -2.28973 -4.7874 -1.5484 -10.2603
O -4.46983 -0.42824 -2.04519 -7.3329 -1.3362 -6.5682
C -6.04422 -0.68698 -1.89831 8.8706 -12.5461 -11.3133
H -6.59680 -0.09340 -1.52480 -6.5547 8.0566 5.8185
H -6.04518 -1.90093 -1.67659 -0.5533 3.6274 0.0157
H -6.36888 -0.71803 -3.23668 0.9567 0.2450 4.3470
H -2.80526 0.31505 -1.29532 -2.9762 -0.1631 0.9625
C -1.45873 1.77972 2.27830 -3.4156 1.8901 -2.0392
C -0.53795 2.13209 1.08400 -12.7807 6.3757 -3.0378
H -0.95528 1.80231 0.06272 1.3352 -0.4960 1.5698
H -0.93385 3.40683 0.87471 1.2741 -3.0033 0.5201
H -2.55616 2.19432 1.97826 2.1352 -1.3134 0.6421
H -1.20634 2.50667 3.06014 0.2447 -0.8728 0.4382
H -1.79092 0.23432 3.36320 -6.7283 -1.2428 9.1064
H 0.76473 -0.17584 0.88476 -0.1294 2.0398 0.8866
H 2.12541 0.22413 2.01317 -3.0792 1.7794 -0.5971
H 1.17149 2.67326 2.39883 -1.7433 -0.8683 -1.9124
H 1.51034 -0.25657 -2.29962 -1.9394 1.9888 -2.7993
H 0.31269 -2.28400 -1.54357 0.3766 -0.6208 0.7608

***

Record 3
53
Properties=species:S:1:pos:R:3:forces:R:3 method="wB97M-V/def2-TZVPD" spin_multiplicity=1 e_above_lowest_kcal_mol=7.25 total_charge=+1 e_homo_ev=-11.402 smiles="O=C(CNC1CCCCCC1)Nc1ccc([NH+]2CCCC2)cc1" largest_force_ev_per_a=0.97
O -0.11855 -2.92729 0.80865 0.0688 -0.3110 0.1429
C -0.67847 -1.94966 0.37881 -0.0899 0.2683 -0.1207
N -0.05397 -0.79437 -0.02605 -0.3308 0.2870 -0.1020
C 1.28288 -0.49670 -0.05060 0.5186 0.0223 0.0523
C 1.68829 0.75682 -0.52586 -0.0527 -0.1934 0.0725
C 3.02469 1.09201 -0.56720 0.2788 -0.1272 0.0662
C 3.98100 0.18317 -0.13550 -0.7157 -0.0614 -0.0222
C 3.59502 -1.06288 0.33996 0.2164 0.2967 -0.1059
C 2.26006 -1.40140 0.38373 -0.0524 -0.0920 0.0299
H 1.95379 -2.36670 0.75136 0.0079 -0.0198 0.0102
H 4.32402 -1.78193 0.67977 0.0977 -0.1131 0.0536
N 5.39297 0.56264 -0.19478 -0.3080 0.1950 -0.1056
H 5.43119 1.51379 -0.57789 -0.0357 -0.1682 0.0627
C 6.10850 0.57931 1.10811 0.5534 0.1507 0.7845
H 5.75552 1.40421 1.72562 -0.1403 -0.0736 -0.1061
C 7.58762 0.68315 0.73028 0.0354 0.0419 0.0321
H 8.19885 0.09317 1.40852 -0.0321 0.0371 0.0477
H 7.93532 1.71317 0.78844 -0.0059 -0.0137 0.0383
C 7.67095 0.16046 -0.71886 0.0101 -0.0106 -0.0355
H 8.37584 -0.66100 -0.81657 -0.0209 -0.0036 -0.0693
H 7.99261 0.95148 -1.39511 -0.0025 -0.0293 -0.0254
C 6.25204 -0.29371 -1.05305 0.6641 -0.3680 -0.6031
H 5.98700 -0.17261 -2.10258 -0.1521 0.0136 0.1119
H 6.08873 -1.33309 -0.76709 -0.1434 0.1360 0.0520
H 5.89412 -0.35752 1.62287 -0.1262 0.0684 -0.1534
H 3.32003 2.06376 -0.93754 0.0201 0.1386 -0.0546
H 0.94708 1.46456 -0.86263 -0.0792 0.0973 -0.0412
H -0.73287 -0.11507 -0.38333 0.1337 -0.1537 0.0379
C -2.18972 -1.82778 0.24468 -0.1412 -0.1069 -0.0046
N -2.54631 -0.74441 -0.65912 -0.0144 -0.0718 -0.2959
H -2.53165 -1.09036 -1.61449 -0.0210 0.0061 0.0903
C -3.83473 -0.08018 -0.42067 -0.0489 -0.0763 0.2135
C -5.02894 -1.04614 -0.45720 -0.0017 0.1254 -0.2032
C -6.31470 -0.44040 -1.02801 0.0247 0.0549 0.0484
H -6.27596 -0.47666 -2.11926 -0.0435 -0.0827 -0.0088
C -6.60661 1.00559 -0.61448 -0.1233 -0.1658 0.1070
H -6.07167 1.69407 -1.27233 -0.0336 0.0659 -0.0405
H -7.67155 1.18264 -0.77594 0.0314 0.0683 -0.0781
C -6.25557 1.34907 0.83433 0.0395 0.2942 -0.1932
H -6.90130 2.16736 1.15944 -0.0294 -0.0658 0.0652
C -4.80767 1.80857 1.00612 -0.0451 -0.2469 0.2357
C -3.77177 0.69181 0.90140 -0.0560 0.2443 -0.2695
H -3.91900 0.00505 1.73780 0.0401 -0.0565 0.0458
H -2.77494 1.13033 1.00114 0.0283 -0.0336 0.0353
H -4.59098 2.57563 0.25866 0.0085 0.0731 0.0003
H -4.70008 2.27199 1.98954 0.0368 0.0710 -0.0394
H -6.46017 0.49734 1.48391 -0.0740 -0.0479 0.1367
H -7.14518 -1.07648 -0.71566 -0.0398 -0.0069 -0.0850
H -4.76955 -1.91192 -1.07358 0.0137 -0.0375 0.0666
H -5.21492 -1.41945 0.55129 0.0318 -0.0775 0.0480
H -3.92840 0.64021 -1.24019 -0.0207 0.0018 0.0353
H -2.58713 -2.81169 -0.03456 0.1004 0.1097 0.0673
H -2.56573 -1.60196 1.24570 0.0202 -0.0529 -0.0266

***

Record 4
55
Properties=species:S:1:pos:R:3:forces:R:3 method="wB97M-V/def2-TZVPD" spin_multiplicity=1 total_charge=-1 e_homo_ev=-2.440 largest_force_ev_per_a=0.45
Pd 0.71795 -0.81932 0.42600 0.2203 -0.0643 0.3903
N 3.40106 0.22053 1.80666 -0.0646 -0.0128 -0.0911
C 3.09990 -0.45889 3.05652 0.0370 0.0314 0.0433
C 1.64395 -0.79383 3.36642 -0.1083 -0.0235 0.0009
N 1.08208 -1.78695 2.44559 0.0935 0.0085 -0.2263
C -0.12497 -2.42401 2.98659 0.0087 0.1040 -0.0027
C -0.49620 -3.69924 2.24940 -0.0814 -0.0121 0.0734
N -1.04216 -3.41817 0.93369 0.1427 0.0278 -0.1133
H 3.02743 -0.32326 1.02152 -0.0058 0.0131 0.0745
H 2.86066 1.07930 1.76404 0.0087 0.0305 0.0069
H 3.46753 0.16236 3.87940 0.0158 -0.0230 0.0098
H 3.68523 -1.38613 3.09593 -0.0057 0.0029 -0.0259
H 1.02471 0.10333 3.31334 -0.0003 0.0077 0.0044
H 1.59841 -1.17762 4.40132 0.0347 0.0093 0.0353
H 1.77846 -2.51997 2.33289 0.0042 0.0049 -0.0474
H -0.94878 -1.71153 2.91591 -0.0008 0.0098 0.0175
H 0.03338 -2.66842 4.04943 -0.0173 -0.0268 0.0285
H -1.25816 -4.20435 2.85198 0.0199 -0.0445 -0.0197
H 0.38663 -4.36217 2.23867 0.0240 0.0130 0.0032
H -0.36692 -2.82980 0.42588 -0.2235 0.0965 -0.0808
H -1.15381 -4.26615 0.39043 0.0148 -0.0306 0.0522
C -3.53580 -0.26839 -0.45653 0.0044 -0.0122 -0.0056
C -2.52970 0.26957 0.55990 -0.0061 -0.0144 -0.1163
C -2.01372 1.63431 0.20115 -0.0395 0.0133 0.0257
C -2.66356 2.78362 0.62673 0.0096 0.0466 0.0240
C -2.16931 4.04638 0.32440 0.0125 -0.0286 0.0033
C -0.99145 4.15436 -0.39689 -0.0251 0.0041 0.0003
C -0.31217 3.02560 -0.84585 0.0436 -0.0282 0.0016
C 1.00405 3.17920 -1.56820 -0.0242 -0.0028 -0.0478
C 0.85102 3.51501 -3.05357 0.0152 -0.0134 0.0442
C -0.84459 1.75714 -0.56797 -0.0318 0.0672 -0.0151
N -0.17579 0.59491 -0.97796 0.1629 -0.1700 -0.0164
C -0.21039 0.21714 -2.20851 -0.0573 0.0743 -0.0678
C 0.49133 -0.91764 -2.69951 -0.0294 -0.0629 0.0381
C 0.47247 -1.43890 -4.00640 0.0537 0.0849 -0.0710
C 1.30892 -2.55161 -3.98250 -0.0216 -0.0604 0.1303
C 1.76604 -2.64789 -2.64882 0.0735 0.0209 -0.1138
N 1.28679 -1.67049 -1.87780 -0.1231 -0.0271 -0.0866
H -3.87312 -1.26695 -0.17198 0.0027 0.0009 -0.0058
H -3.07596 -0.34117 -1.44431 0.0018 -0.0005 0.0053
H -4.40789 0.38654 -0.53726 -0.0007 -0.0097 -0.0133
H -1.66879 -0.41330 0.60302 -0.1206 0.0113 0.1635
H -2.98866 0.31092 1.55235 -0.0128 -0.0182 -0.0024
H -3.56780 2.68490 1.21965 0.0037 -0.0111 -0.0042
H -2.68487 4.93462 0.66936 -0.0009 0.0021 -0.0020
H -0.57488 5.13485 -0.60728 0.0100 -0.0035 -0.0047
H 1.58057 2.25932 -1.45936 0.0106 0.0114 0.0119
H 1.57261 3.97810 -1.08304 -0.0031 0.0032 0.0083
H 0.36995 2.69619 -3.58843 -0.0148 -0.0060 -0.0129
H 1.82502 3.69057 -3.51536 -0.0067 -0.0002 -0.0068
H 0.23996 4.41048 -3.18875 0.0016 -0.0021 -0.0049
H -0.81391 0.78182 -2.92886 0.0051 0.0076 -0.0091
H -0.07701 -1.04035 -4.84863 0.0104 0.0090 0.0051
H 1.55606 -3.21065 -4.80253 -0.0146 -0.0075 0.0055
H 2.43820 -3.39391 -2.24185 -0.0060 0.0002 0.0063